No. 1
The following is a quantum chemistry calculation of C31H50FeO3P2S as an isolated structure in a non-equilibrium geometry, from the Open Molecules 2025 dataset.

Structure (XYZ):
```
88
Properties=species:S:1:pos:R:3:mulliken_spin:R:1
C 1.25 0.93 2.13 0.13
C 0.65 -2.72 -4.85 0.02
C 2.04 -0.94 -1.89 0.07
C -0.74 0.95 -1.99 0.08
H 1.53 -1.29 -2.81 0.00
C -0.38 3.90 0.44 0.02
Fe 0.86 0.90 0.09 3.61
H 1.73 2.74 -6.38 0.01
H -2.34 -4.14 9.72 0.00
H 1.16 0.44 4.21 0.00
C 1.80 2.54 -5.29 0.04
C -0.49 1.14 -6.05 0.03
H -3.75 -3.10 9.60 0.00
C -2.69 -3.17 9.34 0.00
C -2.99 -4.07 7.01 0.00
H 2.19 3.43 -4.78 0.00
H 0.01 -3.19 -5.60 0.01
C 0.71 1.33 -1.94 0.01
H -0.64 -1.24 -2.15 0.02
P -0.08 -1.11 -4.39 0.24
H -0.03 4.30 -0.52 0.00
C -2.46 -3.09 7.85 0.00
H 3.11 4.35 0.52 0.00
C -1.46 -2.00 5.92 0.00
C -1.66 -2.08 7.30 0.00
C 0.48 2.75 0.88 -0.05
H -2.20 -2.00 -3.56 0.00
C 0.08 1.73 1.82 0.04
C 1.86 0.54 -1.71 0.03
H 4.34 1.26 0.57 0.00
O -0.79 -3.66 2.90 0.00
C 1.65 -1.87 -0.70 0.01
H -1.33 -0.65 0.72 0.01
H -1.37 0.68 2.98 0.00
C -1.86 -1.56 -4.51 0.02
H -2.04 1.84 1.82 0.00
H -2.16 -0.60 -1.49 0.01
H -1.59 1.12 -5.99 -0.01
H 4.26 1.35 2.34 0.00
H 2.82 1.08 -1.78 -0.01
O -3.23 -3.23 2.79 0.00
H 3.64 3.04 -0.54 0.00
O -1.64 -1.37 3.18 0.00
H -0.21 1.67 -6.96 0.02
C 0.64 -1.31 0.25 0.12
C -0.74 3.71 -5.09 0.06
C 0.09 -0.27 -6.05 0.03
H 2.34 -0.52 3.28 0.00
C 1.89 2.59 0.60 0.15
C -2.06 -2.95 5.08 0.00
C 3.76 0.95 1.44 0.02
C -1.22 1.67 2.52 0.01
H -1.29 2.44 3.31 0.00
H -2.48 -0.68 -4.73 0.00
P 0.13 2.18 -4.63 0.34
H -0.32 4.54 -4.52 0.00
H 2.21 4.02 -0.97 0.00
H -2.15 -2.38 9.86 0.00
C 2.76 3.55 -0.14 0.00
S -1.92 -2.81 3.28 0.00
H -1.32 1.68 -1.39 -0.01
H 1.17 -0.27 -6.30 0.00
H -1.96 -2.30 -5.31 0.01
H -0.63 3.89 -6.17 0.02
H 0.72 -3.37 -3.96 0.00
H -0.86 -1.20 5.50 0.00
C 1.35 -0.05 3.24 0.02
H 2.56 -2.10 -0.13 0.00
H -0.43 -0.92 -6.77 0.01
H 1.66 -2.57 -5.26 0.00
H 0.91 2.37 -2.24 -0.06
H 2.47 1.70 -5.11 0.00
H -0.37 4.72 1.18 0.00
H -1.17 -1.37 7.96 0.00
H 0.70 -1.75 1.25 0.00
H -3.55 -4.91 7.44 0.00
H 0.58 -0.83 3.14 0.00
H 1.31 -2.84 -1.10 0.00
C -1.06 -0.47 -1.47 0.04
C -0.56 -0.67 -0.06 0.05
H -1.16 1.07 -3.01 0.02
C -2.81 -4.00 5.63 0.00
H -1.80 3.61 -4.84 0.00
H -1.42 3.57 0.33 0.00
H 3.78 -0.15 1.51 -0.01
H 3.11 -1.12 -2.09 0.02
C 2.36 1.43 1.35 -0.20
H -3.23 -4.75 4.97 0.00
```

Total charge: +1
LUMO energy (alpha / beta): -2.98 / -7.48 eV
Kohn-Sham gap (alpha / beta): 6.108 / 1.600 eV
Relative energy (zero: lowest compared OMol25 entry of this formula, charge and spin): 0.0 kJ/mol
Multiplicity: 6


No. 2
The following is a quantum chemistry calculation of a 11-piece molecular cluster, C31H51F5N4O27S2 overall in a non-equilibrium geometry, from the Open Molecules 2025 dataset.

Structure (XYZ):
```
120
Properties=species:S:1:pos:R:3:mulliken_charge:R:1
O 1.55 2.89 -1.20 -0.08
O -2.39 -5.52 -2.27 -0.69
O 3.84 -2.05 3.15 -0.43
C -2.91 -4.44 -2.51 0.91
H 2.48 5.03 1.28 0.47
H 4.00 3.65 -2.72 0.35
H 3.97 0.16 -0.59 -0.50
O 2.25 -4.67 1.62 -0.72
H -1.71 3.98 3.17 0.31
F -5.16 1.26 -2.88 -0.34
O 2.34 -1.97 1.12 -0.39
N 0.01 -4.84 1.30 -0.18
H 0.08 2.13 0.58 -0.31
H -0.36 2.72 -4.27 0.56
H -2.18 1.75 2.73 -0.70
C -2.90 2.44 2.30 1.48
C -2.03 1.20 -4.86 -0.06
H 5.35 -3.25 3.74 0.42
C 2.63 2.89 1.65 1.38
H -0.97 4.01 -3.27 0.38
H -5.43 -0.52 -1.20 0.28
C -2.59 -0.46 -6.32 0.43
H -0.57 1.27 -1.47 -1.55
H 3.92 -4.10 3.17 0.21
O 4.05 1.94 -1.48 -0.21
H -0.41 -3.04 -4.10 0.27
H -1.29 -1.85 3.35 -0.21
H -4.15 0.31 -0.42 -0.46
C -7.11 1.52 -0.16 0.55
F 6.51 0.63 -2.68 -0.34
O 4.85 -1.91 1.09 -0.23
H 1.28 -1.10 6.04 0.41
O -2.39 -1.04 -5.13 -0.39
C 0.30 1.07 0.43 2.34
H -0.64 -6.60 0.55 0.39
H -0.43 -4.54 -3.30 0.42
H -3.41 4.45 2.84 0.32
H 4.64 -3.85 0.88 0.25
H 1.29 0.84 0.83 -1.47
H 0.86 -3.89 3.94 0.72
H -1.06 1.71 -4.87 -0.04
C 0.29 0.73 -1.05 0.42
C -5.42 1.60 -1.59 0.66
H 1.11 1.12 -1.64 0.93
C 5.08 2.55 -0.82 0.63
H -4.87 2.52 -1.34 0.14
C 1.50 3.13 3.58 0.39
H -0.08 -2.80 2.85 -0.96
O 2.07 2.24 2.73 0.09
C 0.86 -3.33 3.01 0.27
O -2.83 -1.03 -7.33 -0.51
H 0.31 1.11 5.00 0.24
C -2.60 3.42 0.26 0.56
O -0.56 -2.27 0.72 -0.02
C 0.01 -5.80 0.19 -0.88
H -0.77 -0.43 -3.94 0.18
N -2.18 -3.45 -3.03 0.27
C -0.26 3.17 -3.28 0.14
O -6.80 1.86 -1.44 -0.39
O -6.18 0.71 0.33 -0.35
H -2.78 -1.45 4.22 0.39
C 3.26 4.24 -2.17 -1.51
O -2.21 4.35 1.16 -0.41
C 1.10 -4.35 1.90 0.45
C 5.89 0.53 -1.48 0.28
O -2.54 3.49 -0.94 -0.53
O -0.67 0.23 1.04 -0.13
C -1.80 -0.17 -4.20 0.37
H -0.26 -2.83 -2.46 0.13
H 1.04 -1.75 4.41 -0.34
H 6.24 -0.36 -0.98 0.29
C -1.70 -1.49 4.30 -0.66
C 1.84 4.24 1.66 -0.28
N 0.13 0.13 4.86 0.20
H 3.86 0.09 -2.37 0.47
F -4.12 2.12 2.80 -0.34
S -1.01 -1.06 0.12 0.06
C 1.89 3.59 -2.16 0.39
C -2.54 3.90 2.47 -0.53
O -2.37 -1.02 -0.36 -0.48
H -2.81 1.78 -4.39 0.29
H 0.89 4.25 1.12 0.01
O 3.58 0.07 1.81 -0.69
O 0.10 -0.69 -1.04 -0.48
H 1.66 -2.60 2.90 -0.20
H -4.37 -3.38 -1.26 0.11
C 1.21 -0.84 4.98 -0.27
H -0.91 -4.63 1.64 0.24
O -2.44 0.90 -6.18 -0.41
H 3.66 4.06 -1.17 0.20
O -8.09 1.87 0.41 -0.53
F -2.56 -0.18 -3.05 0.02
H -0.36 -5.36 -0.74 0.16
H 1.00 -6.24 0.06 0.29
H 2.61 2.42 0.68 -0.63
S 3.48 -1.35 1.72 1.34
H -2.58 -2.54 -3.22 -0.12
C -1.18 -0.12 4.63 0.73
O 6.12 1.71 -0.77 -0.38
H 2.23 -0.53 4.75 0.28
O 1.09 2.87 4.67 -0.69
C -0.75 -3.51 -3.17 -0.99
H 1.24 4.44 -3.94 0.31
H 3.14 5.30 -2.35 0.46
H -4.79 -5.02 -1.64 0.36
H -4.85 -3.71 -2.92 0.35
O -2.99 2.32 0.89 -0.04
N 1.08 3.77 -3.21 -0.20
C 4.38 0.55 -1.53 0.19
O 5.12 3.64 -0.37 -0.47
H -1.45 -2.21 5.08 0.44
C -5.21 0.39 -0.65 0.55
O -1.95 0.84 4.68 -0.76
F 3.95 3.24 1.87 -0.36
H 6.26 -3.41 1.60 0.34
C -4.34 -4.13 -2.06 -1.06
C 5.19 -3.22 1.59 -0.35
O 1.48 4.33 3.03 -0.40
H -0.50 2.46 -2.50 -0.41
C 4.58 -3.26 2.97 -0.43
```

LUMO energy: -0.26 eV
Structure (SMILES): O=C1OC[C@@H](F)O1.O=C1OC[C@@H](F)O1.O=C1OC[C@@H](F)O1.O=C1OC[C@@H](F)O1.O=C1OC[C@@H](F)O1.O=S1(=O)OCCO1.O=S1(=O)OCCO1.CNC(C)=O.CNC(C)=O.CNC(C)=O.CNC(C)=O
Kohn-Sham gap: 9.078 eV


No. 3
The following is a quantum chemistry calculation of C31H52BrN3NiOP2 as an isolated structure in a non-equilibrium geometry, from the Open Molecules 2025 dataset.

Structure (XYZ):
```
91
Properties=species:S:1:pos:R:3:mulliken_spin:R:1
C 1.95 4.26 -1.16 0.03
C -0.07 -3.31 -2.20 -0.02
C 3.93 -1.84 1.97 0.04
H -2.90 -1.29 0.55 0.00
H 5.80 0.85 -0.06 -0.01
H -1.62 1.48 6.50 0.00
H -3.03 -1.63 3.61 0.00
H 0.96 -3.52 -4.08 0.00
H -3.98 -2.73 0.35 0.00
H 3.50 -2.55 2.70 0.00
H 4.16 -0.91 2.49 0.00
C 2.23 3.46 -2.28 -0.01
H 0.86 -3.52 -1.67 0.00
C 2.92 -1.64 0.82 0.07
H -3.02 -1.62 -2.22 0.00
N -4.94 3.57 -4.46 0.00
C -4.85 3.72 -3.13 0.00
H -0.72 -4.19 -2.18 0.00
H -1.88 -3.90 1.00 0.00
H -0.73 2.53 0.06 0.00
C -0.70 0.89 6.40 0.00
H 5.15 2.50 -0.27 0.01
H 2.88 1.43 -0.94 0.00
H 0.79 1.50 2.31 0.00
H -0.68 -2.93 -4.28 0.00
H 2.58 -2.63 0.46 0.00
H 1.59 1.75 -3.44 0.00
H -0.24 -4.45 0.55 0.00
H 3.46 -1.98 -4.23 0.00
Ni -0.56 -0.04 -1.91 0.98
N -0.43 1.29 4.03 0.00
C 0.06 2.07 2.92 0.00
C -0.48 -2.27 0.52 -0.02
H -2.70 0.51 -1.39 -0.03
C -3.52 1.72 -2.94 -0.01
C -3.74 1.49 -4.31 -0.01
N -1.61 -0.61 4.74 0.00
H -0.15 -1.17 6.16 0.00
C -3.54 -1.85 -0.16 0.00
H -2.80 -2.21 5.29 0.00
H 3.17 3.64 -2.80 0.00
H 0.55 -1.84 -3.69 0.00
H -0.75 2.36 2.25 0.00
C -1.25 0.23 3.71 0.00
C 0.98 3.77 -0.27 -0.02
H -2.85 -3.34 -1.59 0.00
H -4.57 2.39 -6.12 0.00
C 1.35 2.45 -2.62 0.03
P -0.91 -2.03 -1.26 0.05
H 3.31 1.20 0.75 0.00
C -4.45 2.48 -5.03 0.00
C 0.05 2.80 -0.66 0.01
H 0.33 2.54 5.46 0.00
H 4.86 -2.27 1.57 -0.01
H -0.51 -3.69 2.15 0.00
H 0.85 4.29 0.66 0.00
C 0.20 -2.88 -3.64 0.01
C -1.02 1.54 -2.68 0.19
H -1.00 -1.48 1.10 0.00
H -1.61 -2.61 4.03 0.00
H 2.04 -1.09 1.18 0.04
C -1.06 -0.54 6.07 0.00
C -0.80 -3.66 1.08 0.00
H -4.38 -1.23 -0.53 0.00
H -0.17 0.93 7.35 0.00
P 3.56 -0.83 -0.65 0.59
O -1.67 0.06 2.54 0.00
C 3.80 -1.95 -3.18 0.05
H 2.55 -0.19 -2.79 -0.02
H 5.24 1.39 -1.66 0.00
H -4.15 2.89 -1.21 0.00
C -4.23 2.77 -2.30 -0.01
C -2.36 1.17 -2.23 -0.10
C 2.84 -1.14 -2.30 0.12
C -2.72 -2.27 -1.38 -0.01
H -1.81 -0.92 6.76 0.00
H 0.55 2.97 3.31 0.00
C 3.61 0.95 -0.28 0.08
C 0.18 1.46 5.32 0.00
Br 2.60 5.95 -0.97 0.01
C 0.10 2.22 -1.95 -0.08
H 1.90 -1.68 -2.13 0.01
H -0.98 1.61 -3.78 -0.01
H -5.23 4.65 -2.68 0.00
H 1.18 0.99 5.35 0.00
C -2.29 -1.83 4.39 0.00
H 0.60 -2.06 0.61 0.01
H -3.27 0.65 -4.83 0.00
C 5.04 1.46 -0.58 0.03
H 4.81 -1.51 -3.16 -0.01
H 3.88 -2.98 -2.81 0.00
```

Total charge: +2
LUMO energy (alpha / beta): -6.38 / -8.50 eV
Kohn-Sham gap (alpha / beta): 6.704 / 4.582 eV
Relative energy (zero: lowest compared OMol25 entry of this formula, charge and spin): 229.4 kJ/mol
Multiplicity: 3